11
Properties=species:S:1:pos:R:3:nbo_charge:R:1 method="wB97M-V/def2-TZVPD" smiles="C=CCN" orbital_gap_ha=0.375 energy_ha=-173.1965 lumo_energy_ev=1.09 spin_multiplicity=1 relative_energy_kcal_mol=28.6 e_homo_ev=-9.10
C 1.56 0.35 -0.94 -0.41
C 0.45 -0.33 -0.48 -0.18
C -0.31 -0.14 0.80 -0.26
N -1.78 0.00 0.73 -0.83
H 2.38 -0.09 -1.46 0.21
H 1.74 1.40 -0.59 0.19
H 0.14 -1.25 -1.06 0.18
H 0.08 0.86 1.19 0.19
H -0.08 -0.95 1.47 0.21
H -2.00 0.93 0.29 0.36
H -2.19 -0.76 0.05 0.35



23
Properties=species:S:1:pos:R:3:nbo_charge:R:1 method="wB97M-V/def2-TZVPD" orbital_gap_ha="0.299 / 0.258" energy_ha=-3530.2200 lumo_energy_ev="-0.99 / -1.52" spin_multiplicity=1 relative_energy_kcal_mol=78.8 e_homo_ev="-9.12 / -8.54"
C 0.49 0.94 3.19 0.12
C 1.67 1.41 -2.19 -0.62
C -2.33 -1.78 0.08 -0.65
C 2.09 1.64 -0.70 -0.07
C -1.70 -1.23 -1.18 -0.10
C -0.24 -0.24 3.03 0.16
N 1.18 1.91 3.08 -0.23
O 1.00 -1.12 -0.40 -1.08
O 0.82 1.43 0.06 -0.84
O -1.10 0.08 -1.07 -0.80
F -1.57 -0.19 3.02 -0.30
P 0.14 0.02 -0.07 2.09
Br 0.48 -1.74 3.82 0.16
H 2.52 0.98 -2.67 0.22
H 0.96 0.58 -2.10 0.20
H 1.19 2.23 -2.55 0.21
H -2.80 -0.75 0.45 0.22
H -3.09 -2.54 -0.18 0.23
H -1.58 -2.07 0.76 0.22
H 2.40 2.76 -0.47 0.22
H 2.68 0.78 -0.41 0.21
H -2.42 -1.22 -2.02 0.20
H -0.78 -1.88 -1.46 0.21



138
Properties=species:S:1:pos:R:3:mulliken_charge:R:1 method="wB97M-V/def2-TZVPD" orbital_gap_ha=0.193 energy_ha=-3072.4828 total_charge=-2 lumo_energy_ev=3.44 spin_multiplicity=1 relative_energy_kcal_mol=0.0 e_homo_ev=-1.81
C 0.26 1.99 0.44 0.86
O 0.49 0.65 -0.18 0.75
O 1.34 2.66 0.28 -0.72
C -1.10 2.37 -0.26 0.31
F -2.06 1.42 -0.14 -0.19
F -1.67 3.52 0.23 -0.20
F -0.93 2.60 -1.59 -0.26
C -0.07 -0.53 0.40 2.28
C 0.36 -1.74 -0.42 -0.37
H 0.08 -1.59 -1.47 0.00
H 1.42 -1.94 -0.33 -0.18
H -0.20 -2.59 -0.01 -0.24
H -1.17 -0.49 0.31 -0.26
H 0.23 -0.57 1.45 -1.40
H 0.03 1.87 1.53 -1.20
C 4.55 -0.70 2.82 -0.57
O 5.40 -1.74 2.30 0.12
O 4.75 0.40 2.25 -0.73
C 3.13 -1.30 2.74 0.66
F 2.18 -0.41 2.85 0.27
F 2.94 -1.83 1.53 -0.20
F 2.89 -2.27 3.63 -0.41
C 6.33 -2.31 3.14 -0.49
C 7.30 -3.18 2.33 -1.23
H 6.85 -3.88 1.63 0.26
H 8.00 -2.53 1.81 0.28
H 7.96 -3.64 3.09 0.39
H 5.92 -2.90 3.97 0.29
H 6.99 -1.54 3.58 0.39
H 4.72 -0.59 3.93 0.01
C -4.37 0.43 2.52 -0.43
C -5.76 -0.08 2.27 -0.28
O -6.58 0.07 3.44 -0.55
H -4.32 1.37 3.06 0.50
H -3.81 0.57 1.59 0.02
H -3.74 -0.28 3.06 0.03
H -5.81 -1.15 2.03 0.11
H -6.16 0.39 1.35 0.33
H -7.47 -0.22 3.21 0.29
C 2.86 4.03 3.08 -1.34
C 2.52 2.62 3.58 0.85
O 2.81 2.30 4.93 -0.61
H 2.34 4.24 2.16 0.20
H 3.95 3.99 2.94 0.34
H 2.78 4.87 3.79 0.34
H 2.99 1.97 2.85 -0.03
H 1.43 2.54 3.50 -0.19
H 3.77 2.24 5.04 0.33
C -4.59 2.73 -4.41 -1.25
C -3.50 2.73 -3.33 0.17
O -3.99 3.18 -2.06 -0.50
H -5.60 2.69 -4.00 0.33
H -4.42 1.83 -5.00 0.32
H -4.54 3.57 -5.11 0.35
H -2.65 3.32 -3.68 0.30
H -3.10 1.71 -3.25 0.00
H -3.49 3.96 -1.81 0.26
C -4.36 -1.16 -1.11 -0.06
C -4.33 -1.22 -2.64 -0.20
O -5.19 -0.19 -3.18 -0.64
H -3.84 -2.03 -0.70 -0.08
H -5.37 -1.29 -0.73 0.27
H -3.99 -0.18 -0.84 -0.03
H -4.58 -2.19 -3.06 0.46
H -3.31 -0.94 -2.95 -0.05
H -4.90 0.61 -2.73 0.32
C -1.58 7.27 2.81 -1.12
C -1.96 6.88 1.40 0.33
O -3.08 7.71 0.96 -0.58
H -1.21 8.31 2.83 0.32
H -0.72 6.68 3.14 0.31
H -2.41 7.22 3.50 0.31
H -2.24 5.84 1.26 0.11
H -1.15 7.08 0.68 0.04
H -2.89 8.64 1.07 0.30
C -0.83 -5.60 -1.35 -0.31
C -0.36 -6.77 -2.23 -0.55
O 0.65 -6.44 -3.14 -0.59
H -0.29 -4.65 -1.46 0.01
H -0.42 -5.85 -0.35 0.17
H -1.90 -5.43 -1.38 0.37
H -1.28 -7.21 -2.68 0.20
H -0.01 -7.64 -1.66 0.36
H 0.39 -5.75 -3.78 0.31
C -3.72 -3.77 2.02 -1.10
C -2.43 -4.16 1.35 0.55
O -1.42 -4.20 2.41 -0.56
H -3.63 -2.75 2.42 0.01
H -4.01 -4.46 2.80 0.44
H -4.50 -3.61 1.27 0.35
H -2.11 -3.44 0.59 -0.18
H -2.48 -5.20 1.01 0.28
H -0.59 -4.53 2.05 0.29
C 0.40 6.06 -1.85 -1.09
C 1.46 5.12 -2.40 0.45
O 2.62 5.20 -1.57 -0.50
H 0.62 7.13 -2.03 0.49
H 0.35 6.00 -0.77 0.20
H -0.50 5.73 -2.39 0.22
H 1.81 5.33 -3.43 0.29
H 1.08 4.09 -2.37 -0.31
H 2.72 6.12 -1.33 0.25
C 4.76 -3.11 -1.27 -0.50
C 5.92 -2.14 -1.25 -0.31
O 5.66 -1.01 -0.46 -0.44
H 3.79 -2.66 -1.48 -0.29
H 4.64 -3.61 -0.30 0.22
H 4.88 -3.86 -2.07 0.43
H 6.13 -1.80 -2.28 0.33
H 6.85 -2.62 -0.90 0.31
H 5.79 -1.26 0.48 0.29
C -1.07 -2.26 -4.33 -0.77
C 0.08 -3.18 -4.71 -0.24
O -0.45 -4.54 -4.84 -0.63
H -1.81 -2.22 -5.13 0.59
H -0.78 -1.21 -4.20 0.15
H -1.47 -2.58 -3.37 0.08
H 0.92 -3.18 -4.03 0.19
H 0.40 -2.94 -5.73 0.35
H -1.10 -4.49 -5.55 0.28
C -0.87 -1.17 3.71 -0.48
C -0.75 0.30 4.09 0.66
O 0.35 0.55 4.93 -0.62
H 0.03 -1.51 3.19 -0.11
H -1.69 -1.24 2.99 -0.23
H -1.01 -1.89 4.52 0.53
H -1.70 0.64 4.51 0.50
H -0.62 0.86 3.15 -0.51
H 1.07 0.01 4.57 0.25
C 1.54 0.56 -3.55 -0.68
C 2.68 -0.29 -2.99 0.25
O 2.93 0.03 -1.68 -0.32
H 1.84 1.60 -3.47 0.15
H 0.57 0.39 -3.08 -0.08
H 1.40 0.25 -4.60 0.49
H 3.55 -0.19 -3.64 0.42
H 2.45 -1.38 -3.10 -0.29
H 2.08 -0.01 -1.16 -0.18



6
Properties=species:S:1:pos:R:3:nbo_charge:R:1 method="wB97M-V/def2-TZVPD" smiles=OC(F)(Br)Br orbital_gap_ha=0.375 energy_ha=-5361.8137 lumo_energy_ev=-0.16 spin_multiplicity=1 relative_energy_kcal_mol=15.1 e_homo_ev=-10.37
O 0.79 0.49 0.65 -0.67
C -0.12 -0.05 -0.12 0.57
F 0.09 -0.04 -1.45 -0.33
Br -1.64 1.33 0.33 -0.07
Br -0.74 -1.89 0.28 0.01
H 1.64 0.17 0.31 0.49



33
Properties=species:S:1:pos:R:3:nbo_charge:R:1 method="wB97M-V/def2-TZVPD" orbital_gap_ha="0.214 / 0.214" energy_ha=-11873.6658 total_charge=+2 lumo_energy_ev="-9.46 / -9.46" spin_multiplicity=1 e_homo_ev="-15.28 / -15.28"
Tc 0.83 0.30 -1.46 0.57
O 3.17 2.85 0.34 -0.65
Cl 2.25 1.81 0.23 2.50
O 1.71 1.37 1.46 -0.73
O 2.78 0.64 -0.56 -0.75
O 1.10 2.19 -0.72 -0.75
Se 1.35 -4.24 -5.24 -0.13
Sb 0.16 -4.17 -3.25 0.98
Se 1.68 -2.26 -1.60 0.00
Se -0.04 -1.35 -2.75 0.45
Se -1.36 -5.10 -1.76 -0.14
O 0.09 -0.53 0.23 -0.89
S -0.92 -1.09 1.24 1.26
C -0.04 -1.06 2.83 -0.57
C -0.59 0.13 3.62 -0.42
C -2.06 0.25 3.23 -0.42
C -2.07 0.24 1.70 -0.58
H 1.03 -1.00 2.63 0.27
H -0.27 -2.01 3.30 0.26
H -0.05 1.04 3.34 0.23
H -0.46 -0.02 4.69 0.26
H -2.52 1.16 3.61 0.26
H -2.63 -0.59 3.62 0.23
H -1.67 1.16 1.28 0.25
H -3.04 0.02 1.25 0.27
Cl -2.53 0.08 -1.54 -0.03
C -1.12 1.10 -1.92 -0.53
H -1.16 1.97 -1.27 0.24
H -1.24 1.42 -2.95 0.22
N 1.77 1.25 -3.20 -0.93
H 2.77 1.06 -3.24 0.42
H 1.69 2.25 -3.01 0.42
H 1.39 1.12 -4.13 0.42



35
Properties=species:S:1:pos:R:3:mulliken_charge:R:1 method="wB97M-V/def2-TZVPD" orbital_gap_ha="0.195 / 0.190" energy_ha=-1857.1389 total_charge=+2 lumo_energy_ev="-8.74 / -8.66" spin_multiplicity=6 e_homo_ev="-14.05 / -13.84"
O 4.01 -0.81 -2.00 -0.11
C 3.09 -1.14 -1.40 0.38
Dy 1.16 -1.90 -0.11 -0.16
O -0.98 -1.85 -3.02 -0.15
C -0.31 -1.88 -2.07 0.42
C -0.48 -3.25 1.05 0.50
O -1.25 -3.93 1.57 -0.15
C 2.59 -2.93 1.72 0.12
O 2.45 -3.72 2.59 -0.33
C 1.95 -4.13 -0.75 0.36
O 2.35 -5.17 -1.05 -0.14
H 3.64 -2.49 1.41 0.21
C -0.83 1.77 -1.90 -0.65
N -1.98 1.54 -0.98 -0.07
C -3.22 1.19 -1.73 -0.79
C -1.69 0.50 0.10 -0.80
C -0.48 0.94 0.91 0.48
C -0.54 2.16 1.60 -0.58
C 0.56 2.63 2.32 -0.79
C 1.72 1.86 2.37 -0.85
C 1.78 0.64 1.67 -0.34
C 0.68 0.17 0.97 0.90
H -0.61 0.84 -2.44 0.20
H 0.04 2.10 -1.34 0.31
H -1.14 2.54 -2.62 0.41
H -2.14 2.43 -0.48 0.41
H -3.05 0.24 -2.26 0.32
H -4.03 1.08 -1.01 0.36
H -3.43 1.99 -2.44 0.38
H -2.61 0.46 0.71 0.40
H -1.56 -0.48 -0.41 0.25
H -1.46 2.75 1.54 0.35
H 0.49 3.58 2.85 0.41
H 2.57 2.22 2.95 0.41
H 2.70 0.06 1.68 0.31